The following is a DFT calculation (wB97M-V/def2-TZVPD) of a 10-piece molecular cluster, C32H79F8N5O19P3 overall at a distorted geometry.

Values from the calculation:
Charge: -1
Calculated total energy: -130435.449 eV
Orbital gap: 0.25841 Eh
HOMO energy: -4.95 eV

Each line ends with the Löwdin charge.
CARTESIAN COORDINATES (ANGSTROEM)
1 P -0.46931 -0.57965 -0.57538  0.20
2 F -1.09185 -1.86192 -1.33379  -0.16
3 F 0.97442 -1.27547 -0.32360  -0.14
4 F -0.06448 -0.04378 -2.04142  -0.14
5 F 0.09904 0.74114 0.17187  -0.16
6 F -1.88101 0.20098 -0.63869  -0.17
7 F -1.00353 -1.20504 0.85818  -0.18
8 C -3.72651 -0.05628 -4.96895  -0.07
9 C -2.93658 1.10147 -4.36506  -0.43
10 C -2.79485 2.29009 -5.31473  -0.19
11 O -2.30326 3.39762 -4.58424  -0.24
12 C -2.18539 4.62731 -5.23860  -0.11
13 N -3.57328 1.49671 -3.10225  0.09
14 H -4.79669 0.15507 -4.97739  0.08
15 H -3.64176 -0.85513 -4.22169  0.06
16 H -3.34618 -0.51585 -5.88051  0.07
17 H -1.92060 0.68348 -4.30140  0.13
18 H -3.78563 2.63569 -5.64933  0.13
19 H -2.20195 2.03185 -6.19852  0.13
20 H -1.72619 5.38970 -4.61380  0.09
21 H -3.10221 4.99163 -5.71325  0.09
22 H -1.48140 4.51973 -6.07497  0.08
23 H -3.27348 2.43940 -2.90161  0.04
24 H -3.24763 0.82810 -2.41464  0.05
25 C 1.77948 0.01167 3.21235  -0.07
26 C 2.50144 1.21548 2.58572  -0.40
27 C 3.86796 1.41489 3.22141  -0.20
28 O 4.70528 2.18909 2.36547  -0.16
29 C 5.97019 2.37311 2.94622  -0.14
30 N 2.58974 0.96117 1.14527  0.06
31 H 1.41493 0.29964 4.20647  0.06
32 H 2.43981 -0.85450 3.33742  0.04
33 H 0.90304 -0.38602 2.70158  0.06
34 H 1.84464 2.06531 2.78973  0.12
35 H 4.32856 0.43898 3.41853  0.09
36 H 3.81461 1.92490 4.19025  0.12
37 H 5.99677 3.09181 3.77175  0.08
38 H 6.65336 2.75572 2.18623  0.08
39 H 6.39705 1.41495 3.26397  0.08
40 H 3.16885 0.12268 1.07042  0.04
41 H 1.67812 0.61880 0.86130  0.01
42 C 3.61681 -0.15232 -2.40858  -0.07
43 C 3.23103 1.28425 -2.75325  -0.40
44 C 2.50771 1.27626 -4.10010  -0.20
45 O 2.23827 2.62985 -4.45268  -0.19
46 C 1.47618 2.71835 -5.61759  -0.13
47 N 2.40490 1.83874 -1.64863  0.08
48 H 4.30289 -0.56328 -3.15824  0.07
49 H 2.75368 -0.81390 -2.29647  0.06
50 H 4.16431 -0.27205 -1.46920  0.07
51 H 4.13478 1.89180 -2.84835  0.14
52 H 1.56909 0.71690 -4.09972  0.11
53 H 3.20655 0.83888 -4.82554  0.13
54 H 1.95901 2.28571 -6.49779  0.09
55 H 1.25779 3.77554 -5.79840  0.08
56 H 0.46814 2.31806 -5.45024  0.08
57 H 1.90155 2.52777 -2.21781  0.05
58 H 1.65450 1.13890 -1.54536  0.03
59 C -2.70757 0.28371 3.23492  -0.06
60 C -2.32834 1.44618 4.14970  -0.43
61 C -2.60958 1.25755 5.64022  -0.21
62 O -2.43150 2.50627 6.29679  -0.19
63 C -3.01017 2.52264 7.57613  -0.13
64 N -0.89465 1.66434 3.97989  0.06
65 H -2.44695 0.53788 2.21070  0.05
66 H -3.77196 0.07106 3.34016  0.07
67 H -2.17032 -0.63160 3.48867  0.08
68 H -2.89261 2.34823 3.87417  0.13
69 H -2.08415 0.42580 6.12138  0.13
70 H -3.65206 0.92058 5.74791  0.12
71 H -2.73910 3.48152 8.02364  0.08
72 H -2.73222 1.70830 8.24733  0.09
73 H -4.10311 2.59735 7.50869  0.08
74 H -0.67198 1.83674 3.00446  0.06
75 H -0.59703 2.46687 4.52398  0.07
76 C -4.64610 -2.02762 -1.22324  -0.06
77 C -4.97203 -1.79201 0.26889  -0.40
78 C -4.09969 -2.78533 1.03431  -0.22
79 O -4.73961 -4.04661 0.96496  -0.19
80 C -4.05808 -5.04393 1.69477  -0.11
81 N -4.55813 -0.44400 0.69046  0.05
82 H -5.39933 -1.47175 -1.78895  0.07
83 H -4.56440 -3.08341 -1.48171  0.08
84 H -3.67218 -1.60327 -1.47690  0.05
85 H -6.03220 -1.97095 0.44200  0.13
86 H -4.02141 -2.45465 2.07981  0.12
87 H -3.07591 -2.81706 0.64425  0.12
88 H -4.59298 -5.98919 1.64244  0.09
89 H -3.89710 -4.73093 2.73097  0.08
90 H -3.06431 -5.18343 1.24967  0.08
91 H -4.85930 0.18709 -0.04470  0.07
92 H -3.54729 -0.46671 0.74695  0.02
93 C 4.50759 -2.46180 4.35737  -0.11
94 O 3.84315 -3.18922 3.33370  -0.23
95 P 4.36968 -2.99909 1.83401  0.43
96 O 4.57325 -1.60424 1.41605  -0.20
97 O 5.62743 -3.97115 1.88251  -0.20
98 C 6.46940 -4.09023 0.75496  -0.11
99 O 3.30185 -3.85816 0.96614  -0.22
100 C 3.06067 -3.55879 -0.40735  -0.09
101 H 5.12434 -3.14376 4.94954  0.09
102 H 3.71730 -2.14536 5.04370  0.09
103 H 5.05897 -1.58911 4.01313  0.07
104 H 6.00387 -3.68182 -0.14833  0.08
105 H 6.72716 -5.12162 0.51852  0.09
106 H 7.39788 -3.52378 0.84467  0.09
107 H 3.55938 -4.29259 -1.04549  0.09
108 H 3.45229 -2.57162 -0.66057  0.07
109 H 1.99534 -3.55872 -0.63107  0.07
110 C -0.89652 3.35177 -1.94726  -0.10
111 O -0.19600 4.40367 -1.29953  -0.21
112 P 0.25028 4.40519 0.24821  0.40
113 O 1.57077 3.88931 0.60153  -0.20
114 O 0.10155 5.95138 0.61267  -0.22
115 C 0.34598 6.33242 1.95024  -0.12
116 O -0.97550 3.70732 1.02673  -0.23
117 C -2.29488 4.20752 0.86172  -0.11
118 H -0.36380 3.20741 -2.88604  0.09
119 H -1.89544 3.73598 -2.16123  0.07
120 H -1.01529 2.39910 -1.43641  0.07
121 H 1.11780 7.10012 1.94485  0.09
122 H 0.59185 5.55939 2.68047  0.09
123 H -0.55168 6.77201 2.39964  0.08
124 H -2.77025 4.60200 1.76330  0.09
125 H -2.93872 3.38253 0.55191  0.09
126 H -2.30237 5.01535 0.12785  0.09
127 C -0.26892 -2.56774 -4.31084  -0.05
128 C -0.72025 -3.40121 -5.52497  -0.26
129 O -0.26070 -2.61880 -6.62827  0.14
130 C 0.43826 -1.57549 -6.18763  -0.58
131 O 0.90138 -0.72848 -6.89167  0.16
132 O 0.63495 -1.62757 -4.86479  0.07
133 F -2.08248 -3.46232 -5.55292  0.05
134 H 0.24523 -3.12688 -3.52897  0.14
135 H -1.09979 -2.06914 -3.81032  0.12
136 H -0.38012 -4.43005 -5.63398  0.16
137 C 1.17751 -5.27296 2.60021  -0.06
138 C 0.29628 -4.43345 1.67615  -0.25
139 O -0.92373 -4.44519 2.40940  0.11
140 C -0.94104 -5.58377 3.16947  -0.57
141 O -1.89402 -5.98436 3.76164  0.16
142 O 0.23589 -6.18349 3.14817  0.10
143 F 0.06589 -5.19989 0.54141  0.04
144 H 1.62090 -4.63819 3.36860  0.13
145 H 1.95495 -5.79392 2.05135  0.13
146 H 0.65511 -3.47218 1.32271  0.15